111
Properties=species:S:1:pos:R:3:mulliken_charge:R:1 method="wB97M-V/def2-TZVPD" homo_lumo_gap_ev=7.465 e_lumo_ev=1.488 e_homo_ev=-5.98 total_energy_ev=-107599.617 total_charge=-1
O 3.619 -3.090 -0.600 -0.412
C 3.928 -1.920 0.008 0.382
F 5.154 -1.824 0.886 -0.279
N 3.078 -0.673 -0.090 0.631
C 3.337 0.308 1.032 0.161
O 2.365 0.419 1.975 -0.379
F 4.578 1.101 1.196 -0.205
S 3.130 0.067 -1.670 0.983
O 3.895 1.442 -1.698 -0.547
O 3.853 -0.867 -2.692 -0.657
N 1.543 0.401 -2.366 -0.511
S 0.328 -0.689 -1.745 1.027
O 0.032 -0.336 -0.268 -0.529
O 0.730 -2.189 -1.783 -0.679
C -1.236 -0.450 -2.775 -0.696
C -2.538 -1.300 -2.213 -0.776
C -3.362 -0.442 -1.038 -0.029
C -3.011 -1.181 0.383 -0.234
S -2.979 -0.054 1.879 -0.225
C -2.461 1.694 1.447 0.127
N -1.242 2.264 0.757 0.276
N -1.288 3.673 0.686 -0.425
C -2.603 3.978 1.405 -0.042
O -3.365 2.797 1.872 -0.244
H -1.583 0.692 -2.779 0.311
H -0.991 -0.757 -3.902 0.360
H -2.122 -2.319 -1.813 0.322
H -3.274 -1.545 -3.118 0.349
H -4.515 -0.623 -1.240 0.068
H -3.035 0.679 -1.112 0.296
H -3.893 -1.963 0.576 0.187
H -2.032 -1.824 0.312 0.117
H -3.044 5.062 1.617 0.249
C 2.088 4.420 -2.828 -0.505
O 0.905 4.158 -2.096 -0.515
H 1.843 5.052 -3.685 0.300
H 2.805 4.939 -2.188 0.240
H 2.515 3.478 -3.182 0.226
H 1.153 3.595 -1.343 0.242
C 7.496 -2.704 -1.111 -0.580
O 7.219 -2.412 -2.469 -0.449
H 8.546 -2.988 -1.016 0.280
H 7.303 -1.819 -0.500 0.171
H 6.865 -3.533 -0.780 0.275
H 6.281 -2.163 -2.522 0.277
C -6.945 -0.981 0.390 -0.501
O -5.970 -1.981 0.160 -0.356
H -6.489 -0.165 0.956 0.225
H -7.310 -0.599 -0.567 0.319
H -7.773 -1.402 0.966 0.127
H -6.403 -2.692 -0.344 0.192
C 6.274 1.706 -3.749 -0.574
O 6.766 2.818 -4.474 -0.471
H 5.906 2.050 -2.779 0.069
H 5.454 1.243 -4.303 0.353
H 7.079 0.984 -3.596 0.398
H 7.085 2.483 -5.329 0.252
C 7.797 5.029 -1.319 -0.322
O 8.772 4.029 -1.549 -0.538
H 8.253 5.846 -0.753 0.255
H 7.433 5.411 -2.276 0.080
H 6.970 4.608 -0.743 0.205
H 8.339 3.318 -2.053 0.306
C -8.962 -1.651 4.125 -0.502
O -9.238 -1.359 2.768 -0.493
H -7.911 -1.935 4.221 0.301
H -9.155 -0.766 4.736 0.231
H -9.593 -2.480 4.456 0.183
H -10.177 -1.110 2.714 0.255
C 5.727 5.922 -5.885 -0.497
O 4.543 5.660 -5.154 -0.467
H 5.482 6.554 -6.742 0.281
H 6.444 6.442 -5.245 0.229
H 6.153 4.981 -6.239 0.166
H 4.791 5.098 -4.400 0.276
C -0.496 -3.943 2.483 -0.504
O -1.741 -3.976 1.810 -0.447
H -0.303 -2.923 2.822 0.134
H -0.530 -4.611 3.347 0.277
H 0.297 -4.254 1.799 0.311
H -1.886 -4.893 1.521 0.246
C -7.060 -5.668 0.425 -0.459
O -7.948 -4.699 -0.102 -0.479
H -6.130 -5.175 0.717 0.157
H -7.511 -6.139 1.301 0.256
H -6.847 -6.420 -0.338 0.280
H -8.764 -5.165 -0.352 0.270
C 2.140 -1.838 4.668 -0.273
O 1.354 -3.015 4.669 -0.483
H 2.535 -1.675 3.662 -0.082
H 1.521 -0.984 4.956 0.263
H 2.971 -1.952 5.369 0.309
H 1.018 -3.133 5.574 0.275
C -1.766 5.210 5.259 -0.517
O -2.570 5.644 4.177 -0.452
H -1.437 4.186 5.069 0.191
H -0.892 5.861 5.348 0.262
H -2.350 5.238 6.182 0.250
H -2.846 6.555 4.373 0.276
C 7.834 -2.796 -6.219 -0.518
O 8.488 -2.281 -5.074 -0.470
H 8.128 -2.207 -7.091 0.214
H 8.129 -3.837 -6.370 0.254
H 6.752 -2.727 -6.084 0.222
H 8.208 -2.823 -4.317 0.297
C -11.066 -2.297 7.458 -0.534
O -11.342 -2.004 6.100 -0.451
H -10.015 -2.581 7.553 0.219
H -11.259 -1.411 8.069 0.260
H -11.697 -3.125 7.789 0.259
H -12.281 -1.755 6.047 0.267


95
Properties=species:S:1:pos:R:3:mulliken_charge:R:1 method="wB97M-V/def2-TZVPD" homo_lumo_gap_ev=9.541 e_lumo_ev=-1.896 de_lowest_kcal_mol=33.05 e_homo_ev=-11.44 total_energy_ev=-47131.750 total_charge=+1
N 0.198 -0.177 0.040 0.593
H 0.622 0.718 0.074 0.131
H -0.669 -0.214 -0.411 -0.148
H -0.190 -0.534 0.850 0.002
H 0.831 -0.811 -0.591 0.149
C -0.176 -3.788 1.159 -0.671
O 0.242 -3.337 -0.070 -0.456
H 0.556 -4.471 1.438 0.487
H -1.023 -4.271 1.150 0.352
H -0.217 -2.864 1.846 0.022
H 1.060 -3.446 -0.236 0.281
C -2.170 -1.201 -2.382 -1.096
O -1.079 -0.499 -2.805 -0.530
H -2.844 -1.216 -3.218 0.637
H -2.795 -0.644 -1.711 0.370
H -1.841 -2.167 -2.164 0.216
H -1.240 -0.121 -3.763 0.336
C -1.521 2.855 -2.534 -0.599
O -1.199 2.556 -1.176 -0.323
H -1.223 2.079 -3.118 -0.041
H -0.839 3.650 -3.009 0.289
H -2.481 3.062 -2.852 0.444
H -1.777 3.060 -0.528 0.242
C -6.896 -5.696 -1.808 -0.701
O -5.851 -5.294 -0.983 -0.346
C -5.797 -3.808 -0.781 -0.718
C -4.529 -3.467 -0.056 -0.570
N -4.317 -1.989 0.142 -0.198
C -3.124 -1.766 0.917 0.235
C -3.185 -0.246 1.305 -0.809
O -2.141 0.002 2.182 -0.310
C -1.959 1.335 2.504 -0.410
H -7.289 -6.702 -1.721 0.284
H -6.507 -5.706 -2.836 0.274
H -7.673 -4.843 -1.943 0.266
H -6.646 -3.413 -0.374 0.483
H -5.658 -3.240 -1.738 0.348
H -3.698 -4.046 -0.493 0.344
H -4.608 -3.990 0.971 0.300
H -5.085 -1.858 0.582 0.199
H -2.308 -2.006 0.277 -0.335
H -3.004 -2.230 2.034 0.370
H -4.326 0.044 1.862 0.334
H -3.173 0.232 0.412 0.440
H -1.565 1.980 1.573 -0.028
H -1.333 1.527 3.562 0.149
H -2.997 1.727 2.789 0.478
C 1.339 7.076 2.478 -0.806
O 1.969 5.800 2.032 -0.314
C 1.414 4.667 2.673 -0.347
C 2.373 3.516 2.303 -0.233
N 1.674 2.295 2.870 -0.005
C 2.391 1.079 2.627 -0.012
C 1.954 -0.115 3.405 -0.661
O 2.602 -1.254 3.000 -0.111
C 2.460 -2.331 4.012 -0.686
H 0.379 7.111 2.321 0.379
H 2.023 7.816 2.096 0.259
H 1.452 7.078 3.631 0.288
H 0.357 4.565 2.350 0.233
H 1.448 4.708 3.824 0.270
H 3.466 3.623 2.762 0.246
H 2.393 3.456 1.129 0.003
H 1.576 2.308 3.956 0.293
H 3.420 1.114 2.635 0.491
H 2.332 1.041 1.469 -0.841
H 0.877 -0.223 3.463 0.371
H 2.176 0.171 4.418 0.512
H 2.654 -3.127 3.287 0.200
H 1.345 -2.508 4.268 0.282
H 3.319 -2.158 4.839 0.255
C 1.624 3.543 -5.601 -1.078
O 2.105 3.189 -4.344 -0.321
C 1.969 1.823 -3.910 -0.354
C 2.915 1.658 -2.667 -0.688
N 2.904 0.245 -2.169 -0.028
C 3.947 0.120 -1.157 -1.147
C 3.767 -1.316 -0.745 0.442
O 4.778 -1.541 0.218 -0.343
C 4.974 -2.889 0.592 -1.127
H 1.963 4.487 -5.663 0.372
H 0.663 3.457 -5.913 0.409
H 2.068 2.976 -6.374 0.396
H 1.955 1.071 -4.588 0.702
H 0.885 1.689 -3.614 -0.176
H 2.663 2.263 -1.879 0.400
H 3.885 2.029 -3.267 0.221
H 2.989 -0.275 -2.923 0.245
H 3.858 0.532 -0.303 0.755
H 4.828 0.242 -1.743 0.332
H 3.854 -1.983 -1.784 0.261
H 2.771 -1.656 -0.306 -0.354
H 5.558 -3.241 1.258 0.602
H 5.061 -3.639 -0.236 0.374
H 4.061 -3.257 0.901 0.269